Here is one molecule with the formula C6H9P at a distorted geometry from OMol25. Energies are from ωB97M-V with the def2-TZVPD basis set.

XYZ file:
```
16
Properties=species:S:1:pos:R:3:forces:R:3
C 0.954 -1.768 0.133 0.76 1.74 -0.67
C 1.493 -0.478 0.082 -0.35 0.54 2.02
C -0.357 -1.892 0.157 -3.84 -1.69 0.48
C 0.397 1.354 2.057 -0.76 -1.03 -0.72
C -1.125 -0.684 0.621 -0.70 -0.37 0.09
C -0.262 1.379 -1.189 -1.13 -3.60 0.25
P 0.095 0.644 0.511 1.19 1.11 -0.39
H 1.539 -2.593 0.069 1.91 -2.43 -0.41
H 2.507 -0.343 0.467 -0.15 0.36 -0.56
H -0.904 -2.865 -0.077 0.86 1.41 0.58
H 1.117 2.142 2.174 0.33 0.48 -0.33
H -2.034 -0.550 0.061 -0.26 0.40 -0.84
H -1.568 -0.727 1.633 0.91 -0.30 -0.02
H 0.485 2.034 -1.475 1.53 1.37 -0.54
H -1.253 1.805 -1.326 0.00 0.02 0.17
H -0.166 0.395 -1.827 -0.30 1.98 0.91
```
Forces are in eV/Å.

## Properties
* electronic energy: -15650.8671 eV
* spin multiplicity: 1
* orbital gap (alpha / beta): 0.2747 / 0.2578 Eh

natural (NBO) population analysis, charges in e, atoms 1 to 4: number 1, C, carries -0.270; number 2, C, carries -0.470; number 3, C, carries -0.109; number 4, C, carries -0.799